[1]
Formula: C5H7Cl2NS2
Source: the OMol25 dataset
Level of theory: the ωB97M-V functional and the def2-TZVPD basis

Structure (XYZ):
```
17
Properties=species:S:1:pos:R:3:forces:R:3:mulliken_charge:R:1
C -0.456 -1.821 -0.687 0.712 1.969 0.942 -0.425
C 0.037 -1.791 -1.903 -0.772 -1.724 -1.218 -0.391
C -0.278 -1.244 1.744 0.088 0.452 -0.306 0.151
C 0.649 2.637 -0.254 -1.545 -1.980 0.693 -0.617
C -0.051 -0.720 0.305 0.075 -1.242 0.731 0.043
N -0.386 2.092 0.747 -0.246 0.399 -4.784 -0.352
S 0.580 -0.702 2.986 -0.142 -0.183 0.025 -0.198
S -1.171 0.749 0.102 0.054 -0.033 0.611 0.051
Cl -0.451 -3.036 -3.115 0.379 0.855 0.835 -0.201
Cl -1.598 -2.420 1.959 0.459 0.632 0.349 -0.196
H -1.147 -2.450 -0.150 -0.171 -0.749 -1.367 0.335
H 0.746 -1.102 -2.341 -0.105 0.111 0.302 0.348
H 1.264 3.283 0.349 0.806 0.049 -0.135 0.336
H 1.161 1.668 -0.701 -0.600 2.618 0.403 0.210
H 0.040 3.285 -0.915 0.835 -0.763 -0.298 0.213
H 1.037 -0.505 0.276 -0.745 0.338 -0.248 0.404
H 0.025 2.078 1.600 0.918 -0.748 3.465 0.288
```
Positions in Å, forces in eV/Å.

The value obtained for the energy relative to the best compared isomer or geometry (same formula, charge and spin) is 0.0 kJ/mol. The SMILES is CNS[C@H](/C=C/Cl)C(=S)Cl. The spin multiplicity is 1. As for the HOMO energy: -9.188 eV. Its frontier orbital gap is 8.40 eV.

***

[2]
Formula: C5H7ClF2
Source: the OMol25 dataset
Level of theory: the ωB97M-V functional and the def2-TZVPD basis

Structure (XYZ):
```
15
Properties=species:S:1:pos:R:3:forces:R:3:mulliken_charge:R:1
C 0.887 -1.853 0.335 -1.047 3.050 1.714 -0.164
C 0.653 -0.694 -0.623 2.457 -0.401 0.489 -0.253
C -0.059 0.332 -0.215 -2.199 2.367 -2.047 0.457
C -1.223 0.313 0.759 -0.576 -0.480 0.124 -0.582
C 0.143 1.735 -0.815 -4.367 -0.410 4.058 -0.827
H 0.071 -2.620 0.154 1.774 0.087 0.742 0.291
H 0.732 -1.150 1.542 0.667 -3.206 -3.328 0.144
H 1.499 -0.628 -1.385 -1.508 0.189 0.797 0.308
H -1.846 1.264 0.742 0.694 -1.485 -0.395 0.361
H -0.917 0.160 1.804 -0.063 -0.203 -0.278 0.376
H 0.518 2.231 0.084 0.018 0.895 -0.480 0.277
H 0.722 1.816 -1.604 3.117 0.072 -3.647 0.443
F 2.245 -2.153 0.120 -1.470 -0.800 0.726 -0.293
F -1.094 2.441 -1.244 1.648 -1.330 0.968 -0.330
Cl -2.331 -1.195 0.347 0.852 1.656 0.556 -0.208
```
Positions in Å, forces in eV/Å.

The value obtained for the energy relative to the best compared isomer or geometry (same formula, charge and spin) is 239.1 kJ/mol. The spin multiplicity is 1. As for the HOMO energy: -10.047 eV. Its frontier orbital gap is 10.41 eV.

***

[3]
Formula: C5H7ClN2
Source: the OMol25 dataset
Level of theory: the ωB97M-V functional and the def2-TZVPD basis

Structure (XYZ):
```
15
Properties=species:S:1:pos:R:3:forces:R:3:mulliken_charge:R:1
C -0.944 0.535 0.641 0.218 -0.198 0.226 0.290
C -0.053 0.109 1.794 0.140 -0.046 0.001 -0.264
C 0.528 -1.019 -0.604 0.210 0.108 -0.099 -0.623
C -0.286 0.240 -0.680 -0.295 0.309 -0.397 0.415
C -0.405 0.976 -1.780 0.104 0.234 0.054 -1.014
H -1.885 -0.007 0.718 -0.077 -0.084 -0.049 0.303
H -0.346 0.378 2.801 -0.134 0.082 -0.051 0.399
H 2.149 -1.618 0.538 0.340 -0.330 0.079 0.262
H -0.114 -1.886 -0.394 -0.109 0.007 -0.048 0.243
H 1.067 -1.189 -1.541 -0.165 0.004 0.142 0.412
H 0.117 0.700 -2.694 -0.109 -0.072 0.174 0.255
H -0.968 1.915 -1.819 0.171 -0.469 0.181 0.254
N 1.049 -0.524 1.700 -0.232 0.097 -0.112 -0.572
N 1.508 -0.857 0.461 -0.104 0.267 -0.079 -0.158
Cl -1.417 2.246 0.861 0.042 0.091 -0.024 -0.201
```
Positions in Å, forces in eV/Å.

The value obtained for the energy relative to the best compared isomer or geometry (same formula, charge and spin) is 165.2 kJ/mol. The SMILES is C=C1CNN=C[C@H]1Cl. The spin multiplicity is 1. As for the HOMO energy: -8.949 eV. Its frontier orbital gap is 9.71 eV.

***

[4]
Formula: C5H7ClO
Source: the OMol25 dataset
Level of theory: the ωB97M-V functional and the def2-TZVPD basis

Structure (XYZ):
```
14
Properties=species:S:1:pos:R:3:forces:R:3:mulliken_charge:R:1
C -1.962 2.361 -1.052 -2.157 0.994 -0.134 -0.710
C -0.750 1.852 -1.053 -0.457 -1.731 -1.372 0.243
C 0.978 -2.297 0.686 -1.677 1.043 0.362 -0.309
C -0.010 1.211 -0.069 1.918 -1.453 2.771 -0.440
C 0.929 -0.705 0.902 -1.004 -2.195 2.884 -0.450
O -0.051 -0.113 0.079 -0.848 1.592 -1.418 -0.111
Cl 2.299 -2.729 -0.355 0.915 -0.328 -0.623 -0.189
H -2.565 2.914 -1.813 1.342 -0.689 0.143 0.248
H -2.586 2.243 -0.166 0.440 0.128 0.215 0.214
H -0.069 1.612 -1.887 -0.307 1.029 -0.580 0.248
H 1.109 -2.771 1.665 0.206 0.156 -0.254 0.273
H 0.735 -0.514 2.028 -0.431 -0.287 -1.756 0.257
H 1.882 -0.269 0.807 1.155 0.445 -0.889 0.460
H 0.061 -2.796 0.229 0.906 1.298 0.651 0.269
```
Positions in Å, forces in eV/Å.

The value obtained for the energy relative to the best compared isomer or geometry (same formula, charge and spin) is 405.2 kJ/mol. The spin multiplicity is 1. As for the HOMO energy: -8.066 eV. Its frontier orbital gap is 8.56 eV.

***

[5]
Formula: C5H7ClSSi
Source: the OMol25 dataset
Level of theory: the ωB97M-V functional and the def2-TZVPD basis

Structure (XYZ):
```
15
Properties=species:S:1:pos:R:3:forces:R:3:mulliken_charge:R:1
C 2.034 1.337 0.549 0.715 1.665 0.855 -0.348
C 0.695 0.959 0.463 -1.033 -1.802 0.443 -0.373
C 2.812 0.845 -0.456 -0.410 0.237 0.025 -0.316
C 0.412 0.078 -0.614 0.440 1.234 1.580 0.301
C -2.020 -1.619 0.613 3.573 -1.129 0.955 -0.935
Si -1.229 -0.724 -0.839 -1.931 1.795 -0.473 0.551
S 1.856 -0.137 -1.512 0.649 0.235 -0.031 -0.139
Cl -2.959 1.300 -1.000 1.826 -2.061 0.302 -0.494
H 2.418 2.089 1.313 -0.534 -1.305 -1.069 0.281
H 0.041 1.115 1.342 -0.029 0.172 -1.059 0.276
H 3.846 1.179 -0.538 -0.251 -0.697 -0.620 0.368
H -1.652 -2.697 0.890 -1.093 1.729 -1.218 0.321
H -1.664 -1.100 1.516 -0.305 0.321 -0.246 0.267
H -3.034 -1.428 0.489 -2.000 -0.322 0.033 0.312
H -1.557 -1.196 -2.218 0.381 -0.072 0.523 -0.072
```
Positions in Å, forces in eV/Å.

The value obtained for the energy relative to the best compared isomer or geometry (same formula, charge and spin) is 0.0 kJ/mol. The spin multiplicity is 1. As for the HOMO energy: -9.441 eV. Its frontier orbital gap is 9.07 eV.

***

[6]
Formula: C5H7CuO4
Source: the OMol25 dataset
Level of theory: the ωB97M-V functional and the def2-TZVPD basis

Structure (XYZ):
```
17
Properties=species:S:1:pos:R:3:forces:R:3:mulliken_charge:R:1
O 2.717 -1.308 2.081 -0.080 0.988 1.307 -0.677
C 2.197 -1.123 0.963 0.298 -1.605 -1.626 0.695
O 1.409 0.081 0.986 0.149 -1.116 -0.115 -0.168
O 2.239 -1.754 -0.084 -0.210 0.826 1.022 -0.573
Cu 1.857 0.470 3.021 0.406 -0.969 -0.632 0.602
C 1.036 1.163 -1.082 1.741 -0.095 0.278 -1.040
C 0.611 0.372 -0.093 -2.420 3.644 -0.462 0.746
H 0.524 2.077 -1.379 -0.734 -1.006 -0.817 0.298
H 2.085 1.116 -1.379 -0.058 0.250 0.352 0.325
O -3.057 -0.427 -0.288 -0.198 0.102 0.147 -0.513
C -1.730 -0.384 -0.786 0.141 -0.316 -0.303 -0.395
C -0.907 0.441 0.184 0.695 -0.593 1.051 -0.830
H -3.608 -0.929 -0.894 0.028 -0.013 -0.030 0.303
H -1.711 0.073 -1.790 0.128 -0.084 0.251 0.302
H -1.317 -1.403 -0.870 0.004 0.277 0.027 0.356
H -1.050 0.062 1.208 -0.255 -0.102 -0.259 0.237
H -1.296 1.472 0.203 0.365 -0.188 -0.192 0.333
```
Positions in Å, forces in eV/Å.

The spin multiplicity is 1. As for the HOMO energy: -9.251 eV. Its frontier orbital gap is 7.48 eV.